{"formula": "C3H4N2O", "method": "ωB97M-V/def2-TZVPD", "elements": ["C", "C", "C", "N", "O", "N", "H", "H", "H", "H"], "xyz": [[0.1840, -0.4814, 1.3353], [0.0764, 0.4062, 0.1038], [-0.2766, -0.2738, -1.1307], [-0.3149, 0.5683, -2.1090], [-0.0171, 1.7626, -1.6150], [0.2432, 1.6705, -0.1519], [-0.7779, -0.9999, 1.4463], [0.4535, -0.0657, 2.3109], [0.9177, -1.2601, 1.0878], [-0.4883, -1.3267, -1.2775]], "lowdin_charge": [-0.029, -0.334, -0.110, 0.042, -0.100, 0.164, 0.084, 0.079, 0.084, 0.119], "e_homo_ev": -10.94, "relative_energy_kj_mol": 297.9, "largest_force_ha_per_bohr": 0.0426, "charge": 0}



{"formula": "C3H4N2O", "method": "ωB97M-V/def2-TZVPD", "elements": ["O", "C", "C", "N", "C", "N", "H", "H", "H", "H"], "xyz": [[-1.7394, -0.9989, -0.2842], [-0.6320, -0.2352, -0.1200], [-0.3997, 1.1021, 0.0356], [0.9522, 1.3229, 0.2026], [1.5137, 0.1491, 0.1299], [0.5918, -0.8460, -0.0646], [-2.4933, -0.5080, 0.0646], [-1.1131, 1.9155, 0.0254], [2.5717, -0.0582, 0.2212], [0.7668, -1.8277, -0.2090]], "lowdin_charge": [0.071, -0.380, -0.114, 0.040, -0.218, 0.115, 0.115, 0.101, 0.113, 0.157], "e_homo_ev": -8.36, "relative_energy_kj_mol": 65.8, "largest_force_ha_per_bohr": 0.0068, "charge": 0}



{"formula": "C3H4N2O", "method": "ωB97M-V/def2-TZVPD", "elements": ["O", "C", "C", "N", "C", "N", "H", "H", "H", "H"], "xyz": [[-1.6821, -1.1058, -0.0327], [-0.6138, -0.2808, -0.0691], [-0.4147, 1.0781, -0.1074], [0.9171, 1.3692, 0.0010], [1.5261, 0.2171, 0.1185], [0.6275, -0.7761, 0.1176], [-2.4419, -0.5526, 0.0531], [-1.1554, 1.8543, -0.2160], [2.5811, 0.0493, 0.2268], [0.6562, -1.8527, -0.0918]], "lowdin_charge": [0.088, -0.393, -0.121, 0.044, -0.228, 0.082, 0.099, 0.098, 0.111, 0.219], "e_homo_ev": -8.31, "relative_energy_kj_mol": 103.3, "largest_force_ha_per_bohr": 0.1130, "charge": 0}



{"formula": "C3H4N2O", "method": "ωB97M-V/def2-TZVPD", "elements": ["O", "C", "C", "C", "N", "N", "H", "H", "H", "H"], "xyz": [[0.3669, -1.9450, -0.4361], [0.1153, -0.7028, 0.0196], [-0.9019, 0.1678, -0.2636], [-0.4128, 1.3926, 0.2085], [0.7318, 1.2890, 0.8645], [1.0206, -0.0352, 0.7666], [-0.2616, -2.0808, -1.1586], [-1.8308, 0.0204, -0.7900], [-0.7349, 2.2788, -0.3030], [1.9074, -0.3847, 1.0921]], "lowdin_charge": [0.087, -0.392, -0.039, -0.193, 0.028, 0.033, 0.119, 0.100, 0.098, 0.159], "e_homo_ev": -8.80, "relative_energy_kj_mol": 150.9, "largest_force_ha_per_bohr": 0.0281, "charge": 0}



{"formula": "C3H4N2O", "method": "ωB97M-V/def2-TZVPD", "elements": ["O", "C", "C", "C", "N", "N", "H", "H", "H", "H"], "xyz": [[0.5333, -0.0669, 1.9260], [0.4005, -0.3991, 0.5821], [-0.9139, -0.1926, -0.1144], [-0.6045, 0.3356, -1.2960], [0.8103, 0.6142, -1.3668], [1.3748, 0.2641, -0.3097], [0.8447, 0.8442, 1.9854], [0.6541, -1.4669, 0.4842], [-1.8781, -0.5065, 0.2624], [-1.2212, 0.5741, -2.1532]], "lowdin_charge": [0.006, -0.429, -0.008, -0.108, 0.018, 0.046, 0.102, 0.165, 0.111, 0.097], "e_homo_ev": -9.76, "relative_energy_kj_mol": 248.0, "largest_force_ha_per_bohr": 0.0076, "charge": 0}



{"formula": "C3H4N2O", "method": "ωB97M-V/def2-TZVPD", "elements": ["H", "N", "C", "O", "C", "C", "N", "H", "H", "H"], "xyz": [[-0.9418, 2.4760, 0.9431], [-0.7432, 1.6244, 0.4256], [0.2827, 1.0468, 0.8820], [0.7489, -0.1157, 0.3870], [-0.0107, -0.6477, -0.6905], [0.2078, -2.0968, -0.7328], [0.3220, -3.2476, -0.7808], [0.9283, 1.3654, 1.7031], [0.2979, -0.1843, -1.6350], [-1.0746, -0.4436, -0.5420]], "lowdin_charge": [0.058, 0.113, -0.303, -0.060, -0.187, -0.168, 0.154, 0.137, 0.138, 0.118], "e_homo_ev": -11.01, "relative_energy_kj_mol": 141.4, "largest_force_ha_per_bohr": 0.0268, "charge": 0}



{"formula": "C3H4N2O", "method": "ωB97M-V/def2-TZVPD", "elements": ["H", "N", "C", "C", "C", "N", "O", "H", "H", "H"], "xyz": [[1.8917, -1.6163, -0.4021], [1.8683, -0.6102, -0.5440], [0.7245, -0.2511, -0.1816], [-0.3776, -1.0557, 0.2107], [-1.3852, -0.2566, 0.3738], [-0.9955, 1.0445, 0.1163], [0.3135, 1.0676, -0.0887], [-0.4739, -2.0610, 0.4359], [-2.4859, -0.4062, 0.5281], [-1.3198, 1.8830, 0.7237]], "lowdin_charge": [0.051, 0.136, -0.456, -0.039, -0.105, -0.048, 0.016, 0.098, 0.148, 0.198], "e_homo_ev": -8.28, "relative_energy_kj_mol": 310.5, "largest_force_ha_per_bohr": 0.0942, "charge": 0}



{"formula": "C3H4N2O", "method": "ωB97M-V/def2-TZVPD", "elements": ["C", "C", "N", "O", "C", "N", "H", "H", "H", "H"], "xyz": [[0.7163, -0.2591, -1.3093], [0.1298, 0.1591, -0.0075], [0.2123, 1.3451, 0.4870], [-0.5114, 1.2843, 1.6915], [-0.9006, 0.0273, 1.9242], [-0.5115, -0.7356, 0.8718], [1.2067, 0.5879, -1.7931], [1.4451, -1.0596, -1.1506], [-0.0701, -0.6441, -1.9661], [-1.7166, -0.7052, 1.2522]], "lowdin_charge": [-0.018, -0.406, 0.149, -0.057, -0.183, 0.076, 0.084, 0.086, 0.086, 0.183], "e_homo_ev": -10.39, "relative_energy_kj_mol": 453.6, "largest_force_ha_per_bohr": 0.0103, "charge": 0}



{"formula": "C3H4N2O", "method": "ωB97M-V/def2-TZVPD", "elements": ["N", "C", "C", "C", "O", "N", "H", "H", "H", "H"], "xyz": [[0.1161, -1.0346, -0.7198], [0.5362, 0.2197, -0.1786], [-0.5440, -0.5779, 0.5535], [-1.3777, 0.5638, 0.0805], [1.7951, 0.5313, 0.1694], [-0.4898, 1.2255, -0.5744], [2.1286, 1.2020, -0.4427], [0.8022, -1.7616, -0.5252], [-0.5452, -1.1726, 1.4478], [-2.4215, 0.8044, 0.1896]], "lowdin_charge": [0.111, -0.579, -0.131, -0.094, 0.090, 0.153, 0.120, 0.104, 0.123, 0.103], "e_homo_ev": -8.64, "relative_energy_kj_mol": 386.3, "largest_force_ha_per_bohr": 0.0453, "charge": 0}



{"formula": "C3H4N2O", "method": "ωB97M-V/def2-TZVPD", "elements": ["N", "C", "C", "C", "O", "N", "H", "H", "H", "H"], "xyz": [[-1.8393, -0.0250, -0.4032], [-0.4782, -0.1995, -0.1653], [0.5536, 0.8009, -0.0600], [1.6206, 0.0705, 0.3141], [1.3579, -1.2263, 0.3184], [0.0067, -1.3981, 0.0465], [-2.2108, 0.7399, 0.1453], [-2.3650, -0.8720, -0.2051], [0.7553, 1.7007, -0.6000], [2.5991, 0.4088, 0.6093]], "lowdin_charge": [0.102, -0.413, -0.013, -0.146, -0.039, 0.098, 0.090, 0.093, 0.101, 0.127], "e_homo_ev": -9.36, "relative_energy_kj_mol": 212.0, "largest_force_ha_per_bohr": 0.0257, "charge": 0}



{"formula": "C3H4N2O", "method": "ωB97M-V/def2-TZVPD", "elements": ["O", "C", "C", "C", "N", "N", "H", "H", "H", "H"], "xyz": [[-2.0910, 0.2799, 0.4107], [-0.7997, -0.0291, 0.1930], [0.3401, 0.7709, 0.2670], [1.3690, -0.0623, -0.1423], [0.9339, -1.3146, -0.3485], [-0.4948, -1.2919, -0.1279], [-2.1533, 1.2146, 0.6402], [0.4052, 1.8048, 0.5788], [2.4184, 0.1693, -0.2762], [0.0724, -1.5417, -1.1948]], "lowdin_charge": [0.084, -0.425, -0.016, -0.160, -0.034, 0.042, 0.114, 0.103, 0.107, 0.184], "e_homo_ev": -9.39, "relative_energy_kj_mol": 308.5, "largest_force_ha_per_bohr": 0.0096, "charge": 0}



{"formula": "C3H4N2O", "method": "ωB97M-V/def2-TZVPD", "elements": ["O", "C", "C", "N", "N", "C", "H", "H", "H", "H"], "xyz": [[-2.0877, -0.2244, -0.0348], [-0.7098, -0.0962, -0.0383], [0.0437, -1.2418, -0.0687], [1.3560, -0.9983, 0.0642], [1.3699, 0.3189, -0.1549], [0.1449, 0.9900, -0.0738], [-2.4728, 0.5714, 0.1011], [-0.3518, -2.1926, -0.1496], [2.3444, 0.7417, 0.1593], [0.3632, 2.1313, 0.1955]], "lowdin_charge": [0.073, -0.334, -0.114, 0.037, -0.116, -0.033, 0.040, 0.094, 0.193, 0.160], "e_homo_ev": -8.91, "relative_energy_kj_mol": 247.3, "largest_force_ha_per_bohr": 0.1037, "charge": 0}



Q: charge of number 2 (C3H4N2O)?
A: 0